Entry 1:
Entry from OMol25: the molecule C3H7NO3 (the ωB97M-V functional and the def2-TZVPD basis).

XYZ file:
```
14
Properties=species:S:1:pos:R:3:forces:R:3
C 1.001862 -1.507968 -0.687607 -3.478 1.399 1.231
C 1.425144 -0.585363 0.184540 -0.975 2.689 0.021
O 2.709245 -0.176479 0.473230 -1.017 -0.489 0.598
N 0.543999 0.532114 0.742116 1.523 0.148 1.185
O -0.773450 0.082729 0.884196 -0.389 -1.235 1.417
C -1.809401 0.965230 0.561595 -1.339 -1.095 -1.769
O -1.675183 1.388722 -0.745670 0.281 0.553 -1.330
H 1.533839 -2.266535 -1.129591 1.832 -1.263 -0.750
H -0.120669 -1.618472 -0.923017 1.899 0.559 0.756
H 3.285370 -0.361152 -0.260349 0.286 -0.292 -0.478
H 0.871136 0.962040 1.727723 -0.524 -1.798 -2.861
H -1.998191 1.847487 1.157968 0.560 0.037 1.016
H -2.749754 0.324159 0.488512 1.212 0.580 0.967
H -0.733167 1.407137 -0.948471 0.131 0.208 -0.003
```
Forces are in eV/Å.

Computed properties:
- SMILES: C=C(O)NOCO
- Frontier orbital gap: 9.5 eV
- Highest occupied orbital energy: -8.85 eV
- Spin multiplicity: 1
- Maximum force: 3.95 eV/A
- E_LUMO: 0.6 eV
- Total energy: -10853.3996 eV

---

Entry 2:
Entry from OMol25: a cluster of 3 separate species, C3H7NO3 in total (the ωB97M-V functional and the def2-TZVPD basis).

XYZ file:
```
14
Properties=species:S:1:pos:R:3:forces:R:3
C 0.706746 -0.721473 -1.708790 1.274 0.756 -4.027
C -0.260115 -1.267549 -1.111389 -1.606 -0.203 3.273
O -1.040936 -1.628616 -0.325609 -0.303 -0.681 -0.685
H 0.577376 -0.513697 -2.775315 -0.016 -0.746 -0.002
H 1.306177 0.073895 -1.341094 0.407 0.073 1.395
C -2.258558 -1.628185 3.744240 0.396 -0.954 0.429
O -2.321502 -1.552305 4.957789 -0.224 0.250 -2.035
H -3.009529 -1.381634 2.960985 -0.519 0.558 0.949
H -1.414657 -2.104498 3.198570 0.356 0.143 0.627
N 1.297268 1.967031 -1.128135 2.065 1.626 2.717
O 2.171405 2.354482 -2.186916 -1.125 3.642 1.922
H 0.341793 2.216699 -1.311948 -0.328 0.580 -0.538
H 1.652200 2.592355 -0.319194 -1.042 -1.428 -1.678
H 2.252331 1.593494 -2.653194 0.664 -3.617 -2.346
```
Forces are in eV/Å.

Computed properties:
- SMILES: C=C=O.C=O.NO
- Frontier orbital gap: 9.9 eV
- Highest occupied orbital energy: -9.35 eV
- Spin multiplicity: 1
- Maximum force: 4.36 eV/A
- E_LUMO: 0.5 eV
- Total energy: -10852.2172 eV

---

Entry 3:
Entry from OMol25: the molecule C3H7NO3 (the ωB97M-V functional and the def2-TZVPD basis).

XYZ file:
```
14
Properties=species:S:1:pos:R:3:forces:R:3
N -0.825806 -1.272555 0.686846 -0.403 2.305 1.304
C -0.556350 -0.020957 -0.023466 -1.098 4.048 -1.399
C 0.342360 1.181895 0.570631 -1.446 -1.953 3.443
O 1.596013 0.812762 1.201886 2.066 -2.136 -4.454
C 0.062668 -0.156663 -1.340717 1.180 1.735 -5.787
O 0.418720 0.831711 -2.079097 -0.949 -4.010 3.039
O 0.004583 -1.415682 -1.828826 -0.269 0.557 1.866
H 0.106426 -1.385346 1.154535 -1.464 -0.410 0.427
H -1.632682 -0.980096 1.377576 2.453 -1.344 -1.325
H -1.559385 0.536682 -0.531943 2.059 -1.436 2.186
H 0.335919 1.947227 -0.186251 0.403 0.368 0.167
H -0.102730 1.373680 1.556001 -0.903 1.168 -0.714
H 2.233169 0.378452 0.450235 -2.054 1.697 2.621
H -0.422906 -1.831109 -1.007410 0.423 -0.588 -1.372
```
Forces are in eV/Å.

Computed properties:
- SMILES: N[C@@H](CO)C(=O)O
- Frontier orbital gap: 10.4 eV
- Highest occupied orbital energy: -10.10 eV
- Spin multiplicity: 1
- Maximum force: 6.16 eV/A
- E_LUMO: 0.3 eV
- Total energy: -10855.1709 eV

---

Entry 4:
Entry from OMol25: the molecule C3H7NO3S (the ωB97M-V functional and the def2-TZVPD basis).

XYZ file:
```
15
Properties=species:S:1:pos:R:3:forces:R:3
C -2.450994 0.840626 0.454629 -2.512 0.474 -2.176
C -1.083622 0.277327 0.232604 -0.324 0.095 0.762
O -0.798988 -0.842005 0.615883 -0.352 -1.039 0.414
N -0.117548 1.083564 -0.189750 3.397 -1.136 -0.089
S 1.824490 0.110147 0.014618 -2.486 -0.519 -1.091
C 1.686913 -1.688840 -0.501105 -1.997 0.799 3.954
O 2.184094 0.280839 1.361860 -0.055 0.149 1.237
O 2.540589 0.717731 -1.038268 0.664 0.990 -0.899
H -2.944168 1.269635 -0.516634 1.148 -0.667 1.507
H -3.203515 0.099669 0.808402 0.987 0.284 -0.111
H -2.426051 1.669975 1.139976 0.166 0.283 0.360
H -0.190051 1.895202 -0.784373 -0.105 -0.027 0.025
H 1.631437 -1.496479 -1.517468 -0.493 -0.485 -2.044
H 2.613243 -2.177335 -0.187281 -0.079 0.322 -0.027
H 0.734170 -2.040049 0.106913 2.042 0.477 -1.822
```
Forces are in eV/Å.

Computed properties:
- SMILES: CC(=O)NS(C)(=O)=O
- Frontier orbital gap: 9.5 eV
- Highest occupied orbital energy: -9.98 eV
- Spin multiplicity: 1
- Maximum force: 4.50 eV/A
- E_LUMO: -0.5 eV
- Total energy: -21690.0747 eV